ORCA calculation (the ωB97M-V functional and the def2-TZVPD basis) on a 13-piece molecular cluster, C40H80Br12O14S7 overall.

```
153
C40H80Br12O14S7 (the ωB97M-V functional and the def2-TZVPD basis)
C -2.286 -2.771 4.911
C -1.215 -3.360 3.969
C -1.768 -3.492 2.559
S -3.505 -3.980 2.839
O -3.575 -5.434 2.864
O -4.442 -3.235 2.027
C -3.599 -3.446 4.575
H -2.364 -1.704 4.688
H -2.038 -2.876 5.964
H -0.940 -4.331 4.390
H -0.330 -2.730 4.025
H -1.257 -4.294 2.040
H -1.799 -2.550 2.017
H -3.921 -4.333 5.123
H -4.523 -2.862 4.621
C -1.034 -1.218 -0.855
C -1.271 0.303 -1.044
C 0.114 0.928 -1.254
S 1.154 0.158 0.032
O 0.812 0.786 1.290
O 2.525 0.110 -0.438
C 0.295 -1.417 -0.126
H -1.008 -1.728 -1.817
H -1.839 -1.713 -0.310
H -1.720 0.709 -0.137
H -1.895 0.509 -1.911
H 0.199 2.010 -1.293
H 0.497 0.535 -2.199
H 0.301 -1.935 0.830
H 0.956 -1.985 -0.786
C -0.114 5.244 -6.167
C 1.186 5.418 -5.350
C 1.307 4.238 -4.385
S 0.442 2.825 -5.209
O -0.550 2.345 -4.266
O 1.406 1.912 -5.752
C -0.238 3.789 -6.583
H -0.093 5.870 -7.056
H -0.959 5.547 -5.541
H 1.123 6.344 -4.787
H 2.007 5.390 -6.068
H 0.750 4.440 -3.471
H 2.276 3.830 -4.115
H -1.152 3.343 -6.966
H 0.487 3.656 -7.391
C -4.521 0.281 2.304
C -4.885 -0.065 0.875
C -6.374 0.326 0.646
S -7.156 0.006 2.269
O -7.808 -1.283 2.243
O -7.855 1.184 2.724
C -5.634 -0.213 3.221
H -4.255 1.326 2.463
H -3.639 -0.315 2.565
H -4.849 -1.140 0.676
H -4.252 0.408 0.132
H -6.968 -0.129 -0.138
H -6.400 1.407 0.483
H -5.459 -1.282 3.337
H -5.726 0.237 4.205
C -3.768 -7.533 0.028
C -4.907 -7.020 -0.875
C -4.791 -5.514 -0.929
S -3.001 -5.203 -1.136
O -2.500 -4.146 -0.282
O -2.641 -5.286 -2.533
C -2.501 -6.772 -0.402
H -3.558 -8.598 0.073
H -4.056 -7.233 1.040
H -5.910 -7.317 -0.576
H -4.767 -7.393 -1.896
H -5.103 -5.000 -0.017
H -5.306 -5.035 -1.757
H -1.814 -6.629 0.427
H -2.014 -7.378 -1.165
C 3.683 1.406 4.459
C 3.416 0.436 5.591
C 3.303 -0.908 4.899
S 2.231 -0.625 3.477
O 0.870 -0.782 3.933
O 2.762 -1.361 2.361
C 2.604 1.167 3.391
H 4.673 1.234 4.026
H 3.629 2.439 4.805
H 2.435 0.637 6.040
H 4.146 0.498 6.395
H 2.902 -1.749 5.464
H 4.311 -1.203 4.591
H 1.703 1.653 3.764
H 2.804 1.504 2.382
C 8.068 2.427 0.978
C 6.679 1.977 1.417
C 5.844 1.793 0.142
S 7.089 1.083 -1.023
O 7.213 1.760 -2.290
O 6.779 -0.341 -0.936
C 8.603 1.466 -0.052
H 8.658 2.522 1.894
H 8.038 3.453 0.603
H 6.308 2.650 2.188
H 6.672 0.968 1.845
H 5.490 2.743 -0.268
H 5.007 1.100 0.124
H 9.327 1.848 -0.767
H 9.038 0.562 0.370
Br -3.902 5.821 -2.963
C -2.553 4.358 -3.017
C -3.211 3.009 -3.029
Br -4.323 2.715 -1.443
H -1.900 4.583 -2.177
H -1.946 4.521 -3.904
H -2.431 2.252 -3.046
H -3.900 2.936 -3.863
Br -5.884 -2.374 -1.849
C -4.156 -1.879 -2.689
C -4.333 -0.612 -3.495
Br -2.884 -0.332 -4.818
H -3.750 -2.694 -3.280
H -3.524 -1.773 -1.811
H -4.496 0.359 -3.036
H -5.209 -0.744 -4.128
Br 2.354 4.873 3.369
C 3.113 4.464 1.598
C 2.074 3.881 0.664
Br 2.910 3.458 -1.052
H 3.835 3.702 1.879
H 3.615 5.327 1.177
H 1.326 4.657 0.489
H 1.488 3.076 1.105
Br 6.609 -5.114 0.441
C 5.967 -3.286 0.171
C 4.491 -3.120 0.551
Br 3.384 -4.366 -0.468
H 6.028 -3.091 -0.892
H 6.535 -2.617 0.806
H 4.249 -2.097 0.254
H 4.198 -3.211 1.589
Br -4.887 4.525 2.688
C -3.454 5.228 1.560
C -2.054 4.865 2.003
Br -1.810 2.938 1.591
H -3.612 6.305 1.595
H -3.588 4.845 0.553
H -1.948 4.865 3.084
H -1.263 5.443 1.539
Br 5.316 -1.665 -5.752
C 5.537 -1.382 -3.825
C 4.208 -1.228 -3.135
Br 3.468 0.535 -3.641
H 6.137 -0.480 -3.792
H 6.123 -2.211 -3.437
H 4.291 -1.170 -2.052
H 3.487 -1.992 -3.405
```

The charge is 0. The energy relative to the best compared isomer or geometry (same formula, charge and spin) comes out at 0.0 kJ/mol. The maximum force is 2.24 eV/Å. For the orbital gap, the calculation gives 0.3383 Eh.

Here are the Mulliken charges for atoms 1 to 5, given in e: C -0.5158; C -0.6191; C 0.0996; S 1.1894; O -0.7839

ORCA calculation (the ωB97M-V functional and the def2-TZVPD basis) on a 9-piece molecular cluster, C40H82O14 overall.

```
136
C40H82O14 (the ωB97M-V functional and the def2-TZVPD basis)
C 6.012 2.726 0.044
C 6.895 2.469 -1.001
C 7.014 3.374 -2.049
C 6.284 4.543 -2.013
C 5.393 4.802 -0.979
C 5.286 3.900 0.079
H 5.901 1.972 0.815
H 7.507 1.576 -0.973
H 7.706 3.193 -2.861
H 6.403 5.263 -2.815
H 4.849 5.737 -1.017
H 4.616 4.133 0.898
C 3.308 -5.834 2.297
C 2.686 -5.623 1.073
C 2.296 -4.338 0.737
C 2.497 -3.291 1.621
C 3.057 -3.502 2.864
C 3.481 -4.788 3.188
H 3.593 -6.833 2.606
H 2.518 -6.469 0.420
H 1.886 -4.108 -0.240
H 2.267 -2.297 1.260
H 3.264 -2.710 3.572
H 3.995 -4.958 4.126
C -0.977 -4.974 -2.812
O -1.790 -5.004 -1.663
C -1.175 -5.681 -0.599
C -2.069 -5.566 0.615
O -1.299 -5.890 1.749
C -1.900 -5.502 2.954
H -0.058 -4.410 -2.598
H -1.533 -4.470 -3.599
H -0.718 -5.981 -3.154
H -0.219 -5.223 -0.311
H -0.993 -6.739 -0.837
H -2.969 -6.192 0.555
H -2.409 -4.518 0.629
H -1.735 -4.441 3.162
H -1.445 -6.080 3.761
H -2.975 -5.717 2.999
C 3.097 3.814 4.005
O 3.491 2.563 4.515
C 2.550 2.005 5.410
C 2.715 0.509 5.516
O 2.325 -0.278 4.400
C 2.744 0.147 3.116
H 2.759 4.498 4.791
H 2.294 3.706 3.263
H 3.972 4.250 3.525
H 1.522 2.242 5.089
H 2.679 2.448 6.406
H 2.070 0.147 6.315
H 3.773 0.313 5.745
H 3.807 0.378 3.060
H 2.185 1.044 2.805
H 2.427 -0.607 2.400
C -1.615 0.795 3.871
O -2.398 1.902 4.253
C -3.762 1.632 4.300
C -4.467 2.719 5.099
O -3.989 2.880 6.408
C -2.828 3.675 6.557
H -1.913 -0.107 4.419
H -0.576 1.020 4.101
H -1.725 0.586 2.802
H -3.996 0.642 4.723
H -4.248 1.608 3.306
H -5.515 2.425 5.195
H -4.409 3.660 4.535
H -2.953 4.258 7.469
H -2.656 4.287 5.669
H -1.938 3.047 6.670
C -1.019 -1.622 -5.513
O -1.827 -0.493 -5.769
C -1.495 0.191 -6.955
C -2.119 -0.443 -8.197
O -1.545 -1.670 -8.602
C -0.252 -1.545 -9.146
H 0.040 -1.343 -5.461
H -1.255 -2.438 -6.195
H -1.288 -1.943 -4.501
H -0.401 0.275 -7.017
H -1.863 1.219 -6.882
H -2.063 0.259 -9.041
H -3.151 -0.647 -7.912
H 0.173 -2.548 -9.173
H 0.410 -0.900 -8.570
H -0.319 -1.188 -10.182
C -0.690 6.000 -4.038
O -1.737 5.143 -4.421
C -1.484 3.798 -4.099
C -1.430 3.466 -2.615
O -0.108 3.527 -2.171
C 0.031 3.354 -0.784
H -0.480 5.917 -2.968
H -0.985 7.030 -4.238
H 0.218 5.806 -4.622
H -0.542 3.464 -4.572
H -2.233 3.169 -4.584
H -1.859 2.460 -2.520
H -2.053 4.212 -2.102
H -0.144 2.314 -0.471
H -0.664 4.026 -0.267
H 1.063 3.565 -0.510
C 3.523 -0.121 -0.731
O 2.505 0.404 -1.526
C 1.724 -0.538 -2.229
C 0.360 -0.713 -1.616
O 0.547 -0.989 -0.247
C -0.593 -1.033 0.545
H 3.130 -0.732 0.090
H 4.009 0.714 -0.223
H 4.285 -0.694 -1.272
H 2.268 -1.496 -2.257
H 1.697 -0.213 -3.273
H -0.128 -1.556 -2.130
H -0.251 0.193 -1.724
H -1.397 -1.653 0.134
H -1.027 -0.056 0.813
H -0.281 -1.434 1.515
C -3.510 -2.327 2.125
O -3.742 -1.341 1.155
C -5.092 -0.988 1.146
C -5.446 0.056 0.134
O -4.978 1.361 0.350
C -3.580 1.522 0.370
H -4.060 -3.246 1.899
H -3.837 -1.960 3.113
H -2.453 -2.543 2.259
H -5.412 -0.619 2.138
H -5.759 -1.841 0.935
H -6.537 0.143 0.122
H -5.224 -0.268 -0.897
H -3.042 1.033 1.187
H -3.487 2.605 0.452
H -3.012 1.160 -0.501
```

The charge is 0. As for the structure (SMILES): c1ccccc1.c1ccccc1.COCCOC.COCCOC.COCCOC.COCCOC.COCCOC.COCCOC.COCCOC. The maximum force is 1.22 eV/Å. For the orbital gap, the calculation gives 0.3609 Eh.

Here are the Mulliken charges for atoms 1 to 5, given in e: C -0.3019; C -0.4346; C -0.4677; C -0.3365; C -0.6464

What is the orbital gap in the first record?
0.3383 Eh